# 1
{"formula": "C35H31N4O3PtS", "method": "ωB97M-V with the def2-TZVPD basis set", "symbols": ["Pt", "S", "O", "O", "O", "N", "N", "N", "N", "C", "C", "C", "C", "C", "C", "C", "C", "C", "C", "C", "C", "C", "C", "C", "C", "C", "C", "C", "C", "C", "C", "C", "C", "C", "C", "C", "C", "C", "C", "C", "C", "C", "C", "C", "H", "H", "H", "H", "H", "H", "H", "H", "H", "H", "H", "H", "H", "H", "H", "H", "H", "H", "H", "H", "H", "H", "H", "H", "H", "H", "H", "H", "H", "H", "H"], "xyz": [[0.42180, 0.10940, -0.08820], [2.82730, 1.36490, -0.12320], [0.20400, 0.32870, -2.06750], [0.51990, 0.14740, 1.93360], [-1.84900, 2.13460, 0.06780], [4.69520, -0.66880, 0.27740], [0.14120, 3.12690, 0.41440], [-1.15740, -1.63560, -0.10400], [-1.69930, 4.40400, -0.14740], [3.75850, -3.01700, -2.65940], [2.88030, -3.26170, 1.45690], [-1.23030, 1.27400, -5.75190], [1.93430, -2.25640, 1.51610], [2.98610, -4.16480, 2.49970], [0.36700, -0.95980, -5.40500], [0.10830, 0.73550, 6.71090], [-1.27790, -3.66860, 1.15100], [-1.08760, 0.49570, 6.06150], [1.33440, -1.63750, -2.77700], [0.08970, -0.36920, 4.14200], [-0.95080, 0.81210, -4.48090], [2.54600, -0.95220, -2.74620], [-1.26930, -1.45310, 2.29940], [-1.09690, -0.03510, 4.78270], [1.35920, -3.02580, -2.76770], [1.20880, -3.02990, 3.65300], [-1.38580, -4.40920, -0.01350], [1.29850, 0.46460, 6.05740], [-1.21810, -2.28720, 1.07080], [0.06870, -0.78460, -2.85490], [1.28880, -0.07580, 4.78450], [0.09160, -0.49100, -6.67870], [-0.15820, -0.31480, -4.29650], [2.12830, -4.06350, 3.58400], [-1.16870, 3.14060, 0.10230], [2.56290, -3.70930, -2.70440], [-1.24190, -1.59380, -2.52570], [0.14630, -0.91110, 2.71060], [3.74780, -1.63310, -2.68870], [-1.23500, -2.34910, -1.23900], [3.88600, 0.14470, 0.12200], [-1.38540, -3.72830, -1.22210], [1.12330, -2.09340, 2.62920], [-0.71490, 0.62000, -6.85730], [-1.85480, 2.14660, -5.88220], [3.73560, -4.94360, 2.47040], [4.69590, -3.55270, -2.61020], [1.84470, -1.56580, 0.67750], [0.44620, -3.59320, -2.80780], [-2.70400, 4.45240, -0.09600], [0.11290, 1.14030, 7.71400], [-1.49850, -5.48180, 0.01860], [-1.22400, 5.17790, 0.28670], [-2.02360, -0.83440, -2.47750], [0.52120, 2.17080, 0.43540], [3.54280, -3.31180, 0.60610], [2.52720, 0.12750, -2.77280], [-1.46010, -2.26890, -3.35620], [-2.02490, 0.71970, 6.55240], [-1.54580, -4.26900, -2.14400], [2.56110, -4.79230, -2.69870], [2.21680, -0.27480, 4.27090], [-0.93920, 0.97310, -7.85440], [2.24040, 0.67230, 6.54470], [-1.68400, -2.04020, 3.12040], [-1.31210, -4.14900, 2.11690], [2.18140, -4.79140, 4.38410], [4.67510, -1.08240, -2.66530], [0.57300, -2.93030, 4.52190], [0.76080, 3.85360, 0.10230], [0.50990, -0.99750, -7.53680], [-1.32120, 1.32590, -3.60750], [-2.04800, -0.17970, 4.29660], [1.00420, -1.82300, -5.27480], [-1.87890, -0.57030, 2.10020]], "forces_ev_per_angstrom": [[0.3, -0.1, 0.0], [-1.0, 0.9, -0.3], [0.1, 0.4, 1.0], [0.2, 0.4, -1.4], [-0.5, -0.1, -0.1], [0.3, -0.5, 0.1], [0.5, -0.3, 0.2], [-0.1, -0.7, 0.1], [0.0, 0.2, -0.1], [0.1, -0.1, 0.0], [0.0, -0.2, 0.0], [-0.1, 0.1, 0.0], [0.0, 0.3, -0.1], [0.0, -0.1, 0.0], [0.0, -0.1, 0.1], [-0.1, 0.1, 0.1], [-0.3, -0.3, -0.2], [-0.1, 0.1, 0.2], [0.1, 0.0, 0.0], [0.0, 0.2, 0.0], [0.0, 0.0, 0.0], [0.0, 0.0, -0.1], [0.5, 0.3, 0.1], [0.1, -0.2, -0.1], [-0.1, 0.2, -0.1], [0.0, 0.0, 0.0], [0.1, 0.5, -0.1], [0.2, 0.0, 0.0], [-0.2, 0.2, -0.2], [-0.4, -0.9, -0.6], [-0.1, 0.0, 0.0], [0.0, 0.0, -0.2], [0.1, 0.2, 0.1], [-0.1, -0.1, 0.1], [-0.4, 0.3, 0.1], [0.1, -0.2, 0.0], [0.4, 0.3, 0.0], [-0.6, -0.7, 0.5], [0.0, 0.1, -0.1], [-0.2, 0.1, 0.1], [0.6, -0.3, 0.2], [-0.2, -0.3, 0.3], [0.2, 0.1, 0.0], [0.0, -0.1, -0.2], [0.0, 0.1, 0.0], [0.0, -0.1, 0.0], [0.1, 0.0, 0.0], [0.2, -0.2, 0.3], [-0.1, 0.0, -0.1], [0.1, -0.1, 0.0], [0.0, 0.0, 0.0], [0.0, -0.1, 0.0], [0.0, 0.0, 0.0], [-0.1, 0.0, -0.1], [0.1, 0.8, 0.2], [0.0, 0.0, -0.1], [0.0, 0.0, 0.1], [0.0, 0.0, 0.1], [-0.1, 0.0, 0.0], [0.1, 0.0, -0.1], [0.0, 0.0, 0.0], [0.1, 0.0, -0.1], [0.0, 0.0, -0.1], [0.1, 0.0, 0.0], [0.0, 0.0, -0.1], [0.1, 0.0, 0.1], [0.0, 0.0, 0.1], [0.1, 0.1, 0.1], [-0.1, 0.0, 0.1], [0.0, 0.0, 0.0], [0.0, 0.0, -0.1], [-0.1, 0.1, 0.1], [-0.1, -0.1, -0.1], [0.1, -0.1, 0.0], [-0.1, 0.0, 0.1]], "charge": -1, "multiplicity": 3, "e_lumo_ev": [2.57, 1.99], "s_squared": 2.0107, "homo_lumo_gap_ha": [0.228, 0.255], "homo_energy_ev": [-3.63, -4.94], "energy_ha": -2314.66142}

# 2
{"formula": "C46H50FeN7OP3STe", "method": "ωB97M-V with the def2-TZVPD basis set", "symbols": ["Te", "Fe", "S", "P", "P", "P", "O", "N", "N", "N", "N", "N", "N", "N", "C", "C", "C", "C", "C", "C", "C", "C", "C", "C", "C", "C", "C", "C", "C", "C", "C", "C", "C", "C", "C", "C", "C", "C", "C", "C", "C", "C", "C", "C", "C", "C", "C", "C", "C", "C", "C", "C", "C", "C", "C", "C", "C", "C", "C", "C", "H", "H", "H", "H", "H", "H", "H", "H", "H", "H", "H", "H", "H", "H", "H", "H", "H", "H", "H", "H", "H", "H", "H", "H", "H", "H", "H", "H", "H", "H", "H", "H", "H", "H", "H", "H", "H", "H", "H", "H", "H", "H", "H", "H", "H", "H", "H", "H", "H", "H"], "xyz": [[-3.98160, 1.47813, -0.76107], [0.24447, -0.48572, 0.74084], [-1.47468, -4.25763, 2.49296], [-0.95691, -0.12723, -1.16813], [1.37143, -3.70441, -2.34272], [-1.06827, 1.28317, 1.05237], [0.80856, -2.64415, -1.46826], [3.07825, 0.84663, 2.01852], [-3.24467, 5.45637, -3.60587], [2.88748, -0.14201, 4.10141], [3.74071, 1.98912, 0.13568], [1.79401, -2.37683, 1.18574], [1.76636, 0.69986, 0.09243], [1.08461, -0.19404, 2.57810], [-0.95762, -1.89235, 1.46749], [-2.97649, -3.48932, -2.37959], [-0.14568, 2.87899, 1.02021], [-3.17890, 5.52555, -2.27728], [-2.13686, 1.61530, 2.49882], [3.63547, 0.89324, 4.80807], [-1.89590, -1.33418, -2.18895], [0.22899, 2.53288, -4.11180], [-3.77768, 3.22272, -1.98547], [1.23652, -5.34832, -1.61258], [-3.43814, 4.45336, -1.43516], [-2.38116, -2.03594, 1.61367], [0.60109, 4.85618, -0.15372], [1.68799, -4.44998, 2.36459], [3.05485, -4.60077, 2.24854], [-0.02506, 0.71222, -2.53416], [2.23750, -1.11479, 4.96039], [-2.40724, 0.62449, 3.43832], [-3.86677, 3.15125, -3.37088], [-2.24369, -2.56930, -1.64385], [-0.48659, 1.89348, -3.10777], [1.91269, 0.82726, -3.98430], [3.79565, -3.61930, 1.59836], [-0.17670, 3.70382, -0.09681], [-3.58742, 3.11712, 3.71904], [3.10773, -2.53071, 1.08707], [0.55356, -3.79289, -3.94734], [-3.00607, -1.97832, -4.24176], [-1.99213, 1.08878, -0.42474], [-3.36159, -3.19635, -3.68189], [-3.59405, 4.28274, -4.12814], [-0.35451, -3.04971, 1.90994], [-2.72677, 2.86980, 2.66158], [0.66557, 3.24164, 2.09738], [2.26781, 0.14915, 2.90320], [1.18606, 0.18530, -2.98908], [1.43458, 2.00281, -4.55065], [1.44449, 4.38758, 2.04508], [3.13939, -3.49522, -2.70468], [1.41956, 5.19710, 0.91304], [-3.86391, 2.11454, 4.63941], [1.06978, -3.31227, 1.82430], [2.77876, 1.16609, 0.70188], [-2.27987, -1.05552, -3.49908], [-3.26758, 0.87058, 4.50087], [-2.79197, -3.21887, 2.14430], [1.72940, -5.32932, -0.63836], [0.89344, -4.64438, -4.53834], [3.14785, 1.12157, 5.75932], [1.09381, -5.20007, 2.87061], [4.04864, 0.92640, 2.27072], [2.95145, -1.43394, 5.71825], [4.04833, 2.73250, 0.74721], [3.37383, -2.43094, -2.66633], [-3.93390, -3.91384, -4.25708], [3.46841, 2.35147, -0.76718], [0.18100, -5.57981, -1.46443], [-2.51014, 3.65895, 1.95152], [1.68416, 1.06199, -0.85308], [0.58288, -0.65894, 3.32541], [0.67231, 2.62408, 2.99001], [3.73877, -4.00864, -1.95207], [-3.08339, -1.26451, 1.31951], [1.94632, -1.98985, 4.37939], [1.69467, -6.11514, -2.23912], [-1.91152, -2.81834, -0.64729], [-1.42060, 2.31480, -2.75670], [3.66060, 1.81660, 4.23243], [1.99895, 2.50214, -5.32838], [-4.04522, 4.09272, 3.82425], [-4.12824, 2.22152, -3.86151], [3.39619, -3.88263, -3.69097], [-2.00937, -0.10986, -3.95189], [-3.29709, -1.74134, -5.25780], [-0.81845, 3.43078, -0.92495], [2.85406, 0.40879, -4.32262], [-0.52238, -3.86095, -3.77735], [-3.47078, 0.08582, 5.21916], [0.55679, 5.49075, -1.03089], [-3.35937, 4.57808, -0.36214], [2.06110, 4.66249, 2.89374], [-0.15668, 3.44711, -4.54740], [-2.90145, 6.48937, -1.86202], [-3.65004, 4.23917, -5.21132], [2.02124, 6.09680, 0.87358], [-3.24106, -4.44156, -1.93492], [3.63301, -1.74375, 0.55163], [-1.94203, -0.34693, 3.33950], [1.35527, -0.70597, 5.46935], [3.54198, -5.47513, 2.66219], [4.86841, -3.69680, 1.48666], [1.54475, -0.73207, -2.53714], [4.65876, 0.57410, 5.01603], [-3.80284, -3.54287, 2.34010], [0.74997, -2.86703, -4.49117], [-4.53921, 2.30552, 5.46399]], "forces_ev_per_angstrom": [[0.1, 0.2, -0.1], [0.8, 0.4, 1.0], [0.0, 0.0, 0.0], [0.2, -0.3, -0.3], [-0.2, -0.1, 0.0], [-0.4, 0.1, -0.3], [0.3, -0.1, -0.1], [0.0, 0.0, 0.0], [0.0, 0.0, 0.0], [0.0, 0.1, 0.0], [0.0, 0.0, 0.0], [-0.4, 0.1, -0.3], [0.0, -0.2, -0.1], [0.0, -0.4, 0.1], [-0.1, 0.2, -0.2], [0.0, 0.0, 0.0], [-0.1, 0.1, 0.1], [0.0, 0.0, 0.0], [0.0, 0.0, 0.0], [0.0, 0.0, 0.0], [-0.1, 0.0, 0.0], [0.0, 0.0, 0.0], [0.0, 0.0, 0.0], [0.0, 0.0, 0.0], [0.0, 0.0, 0.0], [0.0, 0.0, 0.1], [0.0, 0.0, 0.0], [0.0, 0.0, 0.0], [0.0, 0.0, 0.0], [0.0, 0.0, 0.0], [0.0, 0.0, 0.0], [0.1, 0.0, 0.1], [-0.1, 0.0, 0.0], [0.0, 0.0, 0.0], [0.0, 0.0, 0.0], [0.0, 0.0, 0.0], [0.0, 0.0, 0.0], [0.1, 0.0, 0.0], [0.0, 0.0, 0.0], [0.0, 0.0, -0.1], [0.0, 0.0, 0.0], [0.0, 0.0, 0.0], [-0.3, -0.2, 0.2], [0.0, 0.0, 0.0], [0.0, 0.0, 0.0], [-0.1, -0.1, 0.0], [-0.1, 0.0, 0.0], [0.0, 0.0, 0.0], [-0.1, 0.1, 0.0], [0.0, 0.0, 0.0], [0.0, 0.0, 0.0], [0.0, 0.0, 0.0], [0.0, 0.0, 0.0], [0.0, 0.0, 0.0], [0.0, 0.0, 0.0], [0.1, 0.0, 0.0], [-0.1, 0.0, 0.0], [0.0, 0.0, 0.0], [0.0, 0.0, 0.0], [0.0, 0.0, 0.0], [0.0, 0.0, 0.0], [0.0, 0.0, 0.0], [0.0, 0.0, 0.0], [0.0, 0.0, 0.0], [0.0, -0.1, 0.0], [0.0, 0.0, 0.0], [0.0, 0.0, 0.0], [0.0, 0.0, 0.0], [0.0, 0.0, 0.0], [0.0, 0.0, 0.0], [0.0, 0.0, 0.0], [0.0, 0.0, 0.0], [0.0, 0.1, 0.0], [0.0, 0.0, 0.0], [0.0, 0.0, 0.0], [0.0, 0.0, 0.0], [0.0, 0.0, 0.0], [0.0, 0.0, 0.0], [0.0, 0.0, 0.0], [0.0, 0.0, 0.0], [0.0, 0.0, 0.0], [0.0, 0.0, 0.0], [0.0, 0.0, 0.0], [0.0, 0.0, 0.0], [0.0, 0.0, 0.0], [0.0, 0.0, 0.0], [0.0, 0.0, 0.0], [0.0, 0.0, 0.0], [0.0, 0.0, 0.0], [0.0, 0.0, 0.0], [0.0, 0.0, 0.0], [0.0, 0.0, 0.0], [0.0, 0.0, 0.0], [0.0, 0.0, 0.0], [0.0, 0.0, 0.0], [0.0, 0.0, 0.0], [0.0, 0.0, 0.0], [0.0, 0.0, 0.0], [0.0, 0.0, 0.0], [0.0, 0.0, 0.0], [0.0, 0.0, 0.0], [0.0, 0.0, 0.0], [0.0, 0.0, 0.0], [0.0, 0.0, 0.0], [0.0, 0.0, 0.0], [0.0, 0.0, 0.0], [0.0, 0.0, 0.0], [0.0, 0.0, 0.0], [0.0, 0.0, 0.0], [0.0, 0.0, 0.0]], "e_lumo_ev": 0.19, "e_above_lowest_kcal_mol": 0.0, "homo_lumo_gap_ha": 0.251, "homo_energy_ev": -6.64, "energy_ha": -5195.45726}

# 3
{"formula": "C6H12", "method": "ωB97M-V with the def2-TZVPD basis set", "symbols": ["C", "C", "C", "C", "C", "C", "H", "H", "H", "H", "H", "H", "H", "H", "H", "H", "H", "H"], "xyz": [[-0.93430, -0.34709, -0.82055], [-1.26362, -1.02097, 1.21664], [0.27535, 0.45092, -1.29023], [1.44441, 0.64823, 0.93256], [1.50667, 0.05308, -0.47329], [-1.91073, 0.15439, 0.07797], [0.47992, 0.46232, 1.40759], [-2.93112, -0.20080, -0.03391], [1.57673, 1.73455, 0.89862], [-1.87696, 1.24616, 0.24702], [1.52148, -1.04385, -0.43030], [0.11758, 1.54282, -1.21188], [-1.73929, -1.99570, 1.03994], [-0.23544, -1.27313, 1.55721], [0.46052, 0.25909, -2.36111], [-1.13441, -1.25911, -1.36137], [2.42770, 0.36841, -0.97552], [2.21552, 0.22070, 1.58060]], "forces_ev_per_angstrom": [[0.2, -0.7, 0.7], [-0.1, 0.8, -2.7], [0.0, -0.2, 0.3], [0.1, 0.1, 0.1], [0.2, 0.0, 0.0], [0.3, -0.8, 1.5], [0.3, 0.2, -0.1], [0.1, 0.1, 0.0], [0.1, -0.1, 0.0], [0.2, -0.8, 0.6], [0.1, 0.2, 0.1], [-0.1, -0.4, 0.2], [-0.3, 0.5, -0.3], [-0.6, 1.2, -0.5], [-0.2, -0.1, 0.4], [-0.2, 0.0, -0.1], [-0.1, 0.0, 0.0], [0.0, 0.1, -0.1]], "e_lumo_ev": 0.93, "e_above_lowest_kcal_mol": 95.2, "homo_lumo_gap_ha": 0.320, "homo_energy_ev": -7.79, "energy_ha": -235.66654}